No. 1
A structure of composition C41H34N5O3SeTeTi, computed with wB97M-V/def2-TZVPD.

Geometry (Å):
Ti: 0.05617 -0.22527 -1.14481
C: -1.46234 2.56900 5.18260
C: -1.04305 1.80272 3.96386
C: -0.55417 0.50286 4.06442
C: -0.14319 -0.20307 2.94289
C: 0.48793 -1.57020 3.02348
O: 1.67425 -1.64828 3.25501
C: -0.36560 -2.76012 2.78210
C: 0.18975 -4.03171 2.93064
C: -0.57669 -5.15020 2.65768
C: -1.89202 -5.00661 2.22951
C: -2.45039 -3.74455 2.08236
C: -1.68862 -2.61991 2.36253
C: -0.23878 0.39259 1.69763
O: 0.16943 -0.34835 0.63512
C: -0.71474 1.70662 1.54156
C: -1.10824 2.38771 2.70211
C: -0.81313 2.38002 0.23926
N: -0.59908 1.73107 -0.86251
C: -0.66230 2.39580 -2.17876
C: 0.71017 2.87454 -2.61818
Te: 2.22632 1.37092 -2.38289
C: 2.90136 2.06781 -0.51058
C: 2.91582 1.25773 0.61772
C: 3.36591 1.77234 1.82650
C: 3.80189 3.08689 1.90343
C: 3.80831 3.88597 0.76802
C: 3.36577 3.37884 -0.44537
C: -1.12851 3.83435 0.23173
C: -2.41360 4.29114 -0.03832
C: -2.67041 5.65442 -0.02540
C: -1.64855 6.55094 0.25012
C: -0.36737 6.09155 0.52009
C: -0.10306 4.73035 0.52100
H: -1.70024 1.89929 6.00689
H: -2.33861 3.18237 4.97783
H: -0.66148 3.23224 5.51318
H: -0.48736 0.03328 5.03891
H: 1.21152 -4.12292 3.27511
H: -0.15822 -6.13889 2.78992
H: -2.48648 -5.88678 2.02382
H: -3.48031 -3.64112 1.76794
H: -2.12336 -1.63322 2.26626
H: -1.48146 3.39956 2.61532
H: -1.36856 3.22617 -2.14593
H: -1.05989 1.66492 -2.89561
H: 1.04929 3.71373 -2.01118
H: 0.70105 3.17864 -3.66292
H: 2.58956 0.22616 0.58074
H: 3.37709 1.13537 2.70156
H: 4.15550 3.48538 2.84452
H: 4.17589 4.90212 0.82089
H: 3.40360 4.00776 -1.32708
H: -3.21329 3.59052 -0.24954
H: -3.66918 6.01585 -0.22727
H: -1.85392 7.61239 0.26101
H: 0.42408 6.79456 0.74099
H: 0.89035 4.36354 0.75429
N: 4.38674 -3.84912 -4.59255
C: 3.63842 -2.82578 -4.14542
O: 3.53488 -1.74962 -4.70378
C: 2.88302 -3.04196 -2.86093
C: 3.28977 -3.83128 -1.78917
C: 2.53178 -3.82828 -0.62573
C: 1.41738 -3.00999 -0.54509
N: 1.02244 -2.24446 -1.57440
C: 1.72769 -2.29804 -2.70404
H: 4.92867 -3.70916 -5.43023
H: 4.38868 -4.75327 -4.15765
H: 4.19846 -4.41722 -1.84305
H: 2.81628 -4.42272 0.23025
H: 0.83309 -2.93827 0.36278
H: 1.40307 -1.67205 -3.52961
Se: -3.16230 -0.15731 -0.56388
N: -1.89869 -0.90234 -1.64733
C: -2.47113 -1.91045 -2.30026
C: -1.85574 -2.74535 -3.27939
C: -2.60071 -3.72198 -3.85377
C: -3.97789 -3.95368 -3.51308
C: -4.60322 -3.18779 -2.59299
C: -3.85989 -2.13437 -1.96247
N: -4.37661 -1.32155 -1.06450
H: -0.82558 -2.59074 -3.56191
H: -2.15133 -4.35736 -4.60551
H: -4.50414 -4.75167 -4.01724
H: -5.63796 -3.32301 -2.31322

energy above the lowest of the compared OMol25 structures with the same formula, charge and spin	0.0	kcal per mole
expectation value of S²	0.76
LUMO level (alpha / beta)	-6.6019 / -6.6132	eV
orbital gap (alpha / beta)	7.158 / 7.160	eV
HOMO (alpha / beta)	-13.76 / -13.77	eV
charge	+2
spin multiplicity	2

=====

No. 2
A structure of composition C41H35AsBF4GeNO9STb, computed with wB97M-V/def2-TZVPD.

Geometry (Å):
Tb: -0.25027 0.60611 0.99518
C: -1.64255 -0.51781 -5.82340
O: -0.95519 0.71123 -5.80228
C: -0.63107 1.26769 -4.60848
C: 0.21189 2.41008 -4.72764
C: 0.63165 3.00930 -3.57437
C: 0.26988 2.59037 -2.28703
C: 0.81823 3.23380 -1.12175
C: 1.70547 4.44865 -1.34064
O: 0.69648 2.81167 0.03496
C: -0.67108 1.50039 -2.20353
O: -1.01446 0.95628 -1.07073
C: -1.12750 0.87777 -3.39388
H: -1.58082 -0.94463 -6.81476
H: -2.67267 -0.42525 -5.51214
H: -1.12496 -1.22458 -5.17273
H: 0.45766 2.73777 -5.73184
H: 1.33748 3.83711 -3.69547
H: 1.18964 5.10437 -2.05477
H: 2.62909 4.08957 -1.81893
H: 1.90878 5.00963 -0.43025
H: -1.76075 -0.00033 -3.30340
O: 0.91359 2.72780 5.17080
As: 0.62707 3.20793 3.50819
O: -0.05585 4.64466 3.83508
O: -0.28305 2.08753 2.59960
C: 2.45410 3.34970 2.82431
C: 2.90041 4.66859 2.78948
C: 4.14618 5.03823 2.32745
C: 4.99688 4.07710 1.82759
C: 4.58883 2.74600 1.81826
C: 3.35998 2.38969 2.38713
S: 2.97892 0.68461 2.64208
O: 2.28047 0.61585 3.95875
O: 4.21311 -0.03592 2.57129
O: 1.97787 0.48065 1.55940
H: 1.39489 1.88521 5.19758
H: 2.26585 5.42850 3.23485
H: 4.39985 6.10040 2.39554
H: 5.99557 4.24339 1.44386
H: 5.25039 1.92543 1.52337
F: -2.56678 -2.72212 3.09014
B: -1.76297 -1.69764 3.57163
F: -0.66175 -2.11292 4.31412
F: -2.49027 -0.76999 4.27339
F: -1.28679 -0.97720 2.31766
C: 1.05680 -5.91782 2.91472
C: 1.51839 -4.62193 3.09467
C: 1.38068 -3.68614 2.08770
C: 0.67140 -3.98567 0.93117
C: 0.15315 -5.26230 0.76161
C: 0.37430 -6.23805 1.72828
Ge: 0.24967 -2.43329 -0.25618
C: -1.20031 -3.31796 -1.31583
C: -1.16866 -3.45491 -2.69578
C: -2.33229 -3.64305 -3.44565
C: -3.57415 -3.67983 -2.78934
C: -3.60285 -3.64554 -1.39070
C: -2.42477 -3.47209 -0.68000
C: 1.85755 -2.43408 -1.47990
C: 1.96728 -1.31963 -2.33978
C: 3.01796 -1.12353 -3.23017
C: 4.01225 -2.09134 -3.30039
C: 3.90405 -3.18761 -2.45009
C: 2.85969 -3.38842 -1.58321
H: 1.19592 -6.64203 3.70604
H: 2.01781 -4.29221 4.00766
H: 1.63737 -2.63831 2.22973
H: -0.45120 -5.51767 -0.12918
H: -0.00021 -7.24900 1.55171
H: -0.20567 -3.40314 -3.23718
H: -2.24709 -3.71652 -4.53170
H: -4.50563 -3.81784 -3.33620
H: -4.53108 -3.73184 -0.84319
H: -2.47338 -3.39500 0.37948
H: 1.26047 -0.49707 -2.25823
H: 3.04362 -0.19245 -3.82704
H: 4.92044 -1.95451 -3.87317
H: 4.70250 -3.90247 -2.43201
H: 2.84189 -4.27590 -0.96076
C: -3.65045 -0.22742 0.77968
C: -3.90975 0.97715 1.36512
C: -3.78099 2.12817 0.55585
C: -4.00025 3.39763 1.04398
C: -4.27735 3.59267 2.41864
C: -4.33113 2.44858 3.25117
C: -4.17364 1.16746 2.75440
C: -4.41523 4.88765 2.99579
N: -4.62234 5.95689 3.39570
H: -3.33366 -0.27180 -0.24836
H: -3.63719 -1.16571 1.33391
H: -3.43234 1.98038 -0.48998
H: -3.85084 4.27758 0.40894
H: -4.45337 2.58374 4.30478
H: -4.11881 0.32150 3.39963

energy above the lowest of the compared OMol25 structures with the same formula, charge and spin	0.0	kcal per mole
expectation value of S²	16.49
LUMO level (alpha / beta)	3.8326 / 2.9226	eV
orbital gap (alpha / beta)	6.303 / 5.307	eV
HOMO (alpha / beta)	-2.47 / -2.38	eV
charge	-2
spin multiplicity	8

=====

No. 3
A structure of composition C41H35BiBrN6, computed with wB97M-V/def2-TZVPD.

Geometry (Å):
Bi: 0.31323 0.43702 -0.95776
Br: 7.40617 5.07542 -1.64112
C: 6.19307 3.63759 -1.45697
C: 6.36764 2.71309 -0.44337
C: 5.46621 1.66703 -0.31451
C: 4.39092 1.54860 -1.19234
C: 4.22727 2.49163 -2.20078
C: 5.12956 3.53127 -2.33946
N: 3.45893 0.48542 -1.07454
C: 3.93118 -0.68572 -1.04306
C: 3.13640 -1.90074 -0.78357
C: 3.83050 -3.10455 -0.80243
C: 3.16509 -4.29008 -0.54843
C: 1.81920 -4.22941 -0.24832
C: 1.19712 -2.98968 -0.23099
N: 1.81707 -1.83498 -0.50439
H: 7.19787 2.79948 0.24456
H: 5.57586 0.96154 0.50126
H: 3.40070 2.38141 -2.88732
H: 4.99826 4.26813 -3.12202
H: 4.99154 -0.87001 -1.23940
H: 4.89132 -3.10040 -1.02307
H: 3.68865 -5.23846 -0.57720
H: 1.24554 -5.12086 -0.03275
H: 0.15101 -2.92323 0.02491
C: 0.62510 -0.10829 2.21184
N: 0.76362 0.89113 1.14590
C: 1.23091 2.07390 1.51099
C: 1.37343 3.21116 0.73539
C: 1.97291 4.43532 1.14160
C: 1.93002 5.26135 0.04639
C: 1.30723 4.50801 -0.98182
N: 0.97098 3.28408 -0.58537
C: -0.51795 0.15034 3.18266
C: -0.56386 -0.58309 4.36609
C: -1.59545 -0.39815 5.27366
C: -2.59759 0.52760 5.00990
C: -2.56092 1.25866 3.83198
C: -1.52647 1.07257 2.92113
H: 1.55729 -0.16263 2.78205
H: 0.49631 -1.08462 1.74530
H: 1.55440 2.15800 2.54959
H: 2.36885 4.64381 2.12757
H: 2.28459 6.27886 -0.03942
H: 1.10810 4.84026 -1.99534
H: 0.21721 -1.30861 4.57626
H: -1.61298 -0.97137 6.19349
H: -3.39979 0.68373 5.72046
H: -3.33512 1.98602 3.61691
H: -1.51524 1.64754 2.00334
C: -4.86970 -4.35125 1.46279
C: -4.04093 -4.58010 0.37015
C: -3.08113 -3.64602 0.01504
C: -2.93674 -2.46262 0.74595
C: -3.74793 -2.26468 1.86628
C: -4.71596 -3.19493 2.21506
C: -1.92724 -1.42870 0.43704
C: -1.32849 -1.12110 -0.71925
C: -1.69912 -1.58301 -2.07865
C: -0.72348 -1.91349 -3.02929
C: -1.07025 -2.24611 -4.33348
C: -2.39899 -2.23685 -4.72332
C: -3.38062 -1.89771 -3.79839
C: -3.03654 -1.57593 -2.49741
H: -5.62627 -5.07872 1.73269
H: -4.14373 -5.49171 -0.20576
H: -2.43204 -3.83621 -0.83180
H: -3.61627 -1.36648 2.46535
H: -5.34523 -3.02136 3.07959
H: -1.65905 -0.84995 1.31526
H: 0.32463 -1.95033 -2.74487
H: -0.29662 -2.50905 -5.04414
H: -2.67037 -2.49310 -5.73971
H: -4.42225 -1.87973 -4.09420
H: -3.81450 -1.32306 -1.78642
N: -1.77086 3.13055 -1.24678
C: -2.99959 3.65743 -1.28085
C: -3.87903 2.64903 -0.95316
C: -3.07523 1.52779 -0.72740
N: -1.78447 1.82758 -0.90500
H: -0.86080 3.56765 -1.31388
H: -3.16805 4.69508 -1.52277
H: -4.95305 2.70579 -0.88425
H: -3.37590 0.53622 -0.44190

energy above the lowest of the compared OMol25 structures with the same formula, charge and spin	10.8	kcal per mole
LUMO level	-3.1739	eV
orbital gap	7.323	eV
HOMO	-10.50	eV
charge	+1

=====

No. 4
A structure of composition C41H35F9N2O2OsPS2, computed with wB97M-V/def2-TZVPD.

Geometry (Å):
Os: -0.18121 -1.79875 0.53398
C: -0.73192 -0.19555 4.61554
C: -1.05956 -0.72062 3.24578
N: -0.07596 -0.87529 2.37285
N: 1.18113 -0.49711 2.86461
C: 2.17335 -1.09636 2.32029
S: 2.04791 -2.25304 1.02777
S: 3.82233 -0.83348 2.85027
C: 3.70368 0.76931 3.72452
C: 3.76876 1.91525 2.75529
C: 4.97507 2.28538 2.16532
C: 5.01423 3.30776 1.23068
C: 3.84659 3.97193 0.87339
C: 2.64372 3.61474 1.46287
C: 2.60586 2.58843 2.39838
C: -2.44173 -1.01417 2.94028
C: -3.40526 -0.97537 3.98566
C: -4.73556 -1.17956 3.75700
C: -5.18782 -1.40720 2.44608
C: -4.29851 -1.45254 1.40895
C: -2.91654 -1.30283 1.64079
O: -2.13564 -1.42505 0.59302
H: 0.20600 0.34375 4.60981
H: -0.62225 -1.03558 5.30599
H: -1.52277 0.45172 4.98068
H: 4.54265 0.75997 4.41844
H: 2.77419 0.76924 4.28744
H: 5.88667 1.76506 2.43654
H: 5.95754 3.59230 0.78296
H: 3.87898 4.76888 0.14198
H: 1.73467 4.14005 1.20120
H: 1.66786 2.31251 2.86664
H: -3.08334 -0.79661 4.99944
H: -5.43618 -1.15633 4.57924
H: -6.24237 -1.56005 2.25780
H: -4.61390 -1.63584 0.39012
F: 0.22569 6.44149 0.77392
C: -0.93371 5.77470 0.89463
F: -1.35658 5.91853 2.15534
F: -1.82414 6.37581 0.09217
C: -0.75676 4.32560 0.51580
C: -0.97394 3.31766 1.43459
C: -0.78582 1.99271 1.05513
C: -0.37674 1.68465 -0.23216
C: -0.16498 2.71335 -1.15700
C: -0.36054 4.02685 -0.78492
P: -0.11699 -0.00514 -0.84898
C: -1.44091 -0.23916 -2.05781
C: -1.32992 -1.22530 -3.03764
C: -2.38420 -1.46378 -3.90189
C: -3.55931 -0.73759 -3.76824
C: -3.68870 0.22542 -2.77991
C: -2.62877 0.47464 -1.92360
C: -4.69255 -0.98058 -4.73338
F: -5.87770 -0.65667 -4.19854
F: -4.75231 -2.26725 -5.10670
F: -4.53952 -0.24742 -5.84722
C: 1.47061 0.16077 -1.70504
C: 2.58008 0.39626 -0.89262
C: 3.82399 0.60695 -1.45373
C: 3.96087 0.58576 -2.83543
C: 2.86423 0.36777 -3.65308
C: 1.61280 0.16175 -3.08883
C: 5.32658 0.77713 -3.44573
F: 5.97622 -0.39424 -3.54610
F: 6.08782 1.59287 -2.70178
F: 5.25178 1.29983 -4.67696
H: -1.28591 3.55856 2.44117
H: -0.96735 1.20709 1.76983
H: 0.14893 2.48781 -2.16840
H: -0.19970 4.82487 -1.49819
H: -0.43675 -1.83068 -3.10726
H: -2.30018 -2.22007 -4.67084
H: -4.61483 0.77351 -2.67533
H: -2.73618 1.22222 -1.14851
H: 2.47481 0.44782 0.18359
H: 4.67879 0.79830 -0.81948
H: 2.98097 0.36775 -4.72803
H: 0.75875 0.02600 -3.73681
C: 0.62975 -5.16907 -0.32365
C: -0.55088 -4.40337 -0.90453
C: -0.78128 -4.78068 -2.35910
C: -1.81045 -4.63601 -0.07497
O: -0.24175 -2.98732 -0.90015
H: 0.47123 -6.23721 -0.46807
H: 0.74093 -4.97726 0.74502
H: 1.55718 -4.88646 -0.82394
H: -1.07709 -5.82703 -2.42615
H: 0.12940 -4.63735 -2.94208
H: -1.57416 -4.16747 -2.78906
H: -2.03452 -5.70176 -0.04337
H: -2.66335 -4.10838 -0.50317
H: -1.67369 -4.29212 0.95558

LUMO level (alpha / beta)	-4.7801 / -5.0087	eV
orbital gap (alpha / beta)	6.242 / 6.063	eV
HOMO (alpha / beta)	-11.02 / -11.07	eV
charge	+1

=====

No. 5
A structure of composition C41H36AsO2PPdTe, computed with wB97M-V/def2-TZVPD.

Geometry (Å):
Pd: -0.31922 0.43607 0.30725
O: -2.85548 -2.55526 -2.67118
C: -1.89842 -2.24657 -1.94371
O: -0.96736 -1.43841 -2.14051
C: -1.76879 -3.00508 -0.56241
P: -0.39740 -2.18624 0.40612
C: -0.23750 -3.66425 1.54539
C: -1.05994 -4.02538 2.61169
C: -0.86329 -5.22255 3.28725
C: 0.14845 -6.09181 2.90444
C: 0.96992 -5.75278 1.83722
C: 0.77954 -4.54872 1.17752
C: -1.39844 -1.04851 1.45924
C: -2.38537 -0.22629 0.84594
C: -3.14898 0.64665 1.63862
C: -2.92623 0.74836 2.99886
C: -1.90739 0.00277 3.59571
C: -1.13687 -0.85267 2.82983
H: -1.48618 -4.03926 -0.77217
H: -2.70207 -3.00295 0.00676
H: -1.87148 -3.36995 2.90654
H: -1.50916 -5.48331 4.11950
H: 0.29149 -7.02741 3.43336
H: 1.75814 -6.43066 1.52794
H: 1.41832 -4.27369 0.34431
H: -2.69192 -0.41809 -0.17714
H: -3.93027 1.23876 1.17568
H: -3.53601 1.41427 3.59953
H: -1.70088 0.11493 4.65439
H: -0.35283 -1.43155 3.30770
C: 4.38244 1.91791 5.73842
C: 3.60458 0.77782 5.58311
C: 2.88849 0.58507 4.41266
C: 2.93728 1.51015 3.36946
C: 3.70598 2.65802 3.55067
C: 4.42535 2.85984 4.72085
As: 1.58577 1.28521 1.82725
C: 2.69841 2.30935 0.60541
C: 2.61368 3.66890 0.35544
C: 3.48908 4.26763 -0.53784
C: 4.45375 3.49943 -1.17473
C: 4.56064 2.14118 -0.91480
C: 3.68993 1.53553 -0.01727
C: 3.67889 0.12072 0.36331
C: 4.60941 -0.83916 -0.02307
C: 4.54271 -2.12382 0.49073
C: 3.53898 -2.46966 1.38579
C: 2.58399 -1.53154 1.74623
C: 2.64838 -0.24170 1.24506
H: 4.95123 2.06984 6.64847
H: 3.56716 0.03766 6.37502
H: 2.27813 -0.30515 4.29277
H: 3.75330 3.39436 2.75585
H: 5.03404 3.75008 4.83842
H: 1.84096 4.25486 0.83946
H: 3.40772 5.32667 -0.75020
H: 5.12789 3.97010 -1.88136
H: 5.32182 1.55952 -1.42221
H: 5.40868 -0.58155 -0.70874
H: 5.28351 -2.86256 0.20626
H: 3.49643 -3.46918 1.80102
H: 1.80100 -1.80278 2.44497
C: 0.12274 7.88738 -2.35697
C: 0.20062 6.39012 -2.19378
C: -0.43597 5.73795 -1.14992
C: -0.39727 4.35157 -1.00698
C: -1.20882 3.75872 0.10913
C: 0.33320 3.56166 -1.92234
Te: 0.30717 1.41489 -1.91391
C: 0.99625 4.23358 -2.96851
C: 1.81864 3.47049 -3.96764
C: 0.91187 5.61345 -3.09744
H: -0.67906 8.30824 -1.74833
H: -0.06167 8.15515 -3.39987
H: 1.06178 8.36119 -2.05458
H: -1.00283 6.32148 -0.42827
H: -1.55383 4.54518 0.78718
H: -0.64702 3.02398 0.69004
H: -2.07658 3.23426 -0.30052
H: 2.61668 2.93757 -3.44582
H: 2.25485 4.14482 -4.70839
H: 1.21021 2.71849 -4.47192
H: 1.39699 6.10551 -3.93763

LUMO level	4.3467	eV
orbital gap	4.931	eV
HOMO	-0.58	eV
charge	-2

=====

In order of appearance, DFT total energy = -5600.8216, -8275.4052, -4700.3014, -3970.4393, -4707.5244 Ha.